Entry from OMol25: one molecule with the formula C5H9NO (the ωB97M-V functional and the def2-TZVPD basis).

```
! wB97M-V def2-TZVPD RIJCOSX def2/J DEFGRID3
* xyz 0 1
N 1.975 0.603 1.034
C 1.211 0.384 0.068
C 0.731 -0.962 -0.376
C -0.648 -1.319 0.204
C -1.771 -0.361 -0.190
C 0.429 2.637 -0.471
O 0.670 1.402 -0.812
H 2.177 1.595 1.178
H 0.689 -0.967 -1.471
H 1.471 -1.698 -0.052
H -0.564 -1.378 1.296
H -0.899 -2.328 -0.146
H -1.863 -0.287 -1.279
H -2.729 -0.709 0.209
H 0.728 2.735 0.615
H -1.607 0.652 0.193
*
```

Gap between HOMO and LUMO (eV): 9.07
ΔE to the lowest compared entry with this formula, charge and spin (kJ/mol): 394.9
Lowest unoccupied orbital energy (Eh): 0.0023
E (Eh): -325.78713

Entry from OMol25: one molecule with the formula C5H5FO2 at a distorted geometry (the ωB97M-V functional and the def2-TZVPD basis).

```
! wB97M-V def2-TZVPD RIJCOSX def2/J DEFGRID3
* xyz 0 1
O -2.415 -0.107 -0.236
C -1.273 -0.245 0.082
C -0.434 0.937 0.929
C 0.904 0.583 0.306
F 0.590 1.047 -0.957
C 2.145 -0.352 0.039
C 0.741 -0.916 0.252
O -0.414 -1.174 -0.373
H -0.850 2.020 0.630
H -0.672 0.856 2.052
H 2.710 0.117 -0.864
H 2.801 -0.858 0.814
H 0.839 -1.341 1.213
*
```

Gap between HOMO and LUMO (eV): 10.56
ΔE to the lowest compared entry with this formula, charge and spin (kJ/mol): 387.1
Lowest unoccupied orbital energy (Eh): 0.0233
E (Eh): -443.70681

Entry from OMol25: an isolated ion of composition C2H2N2OP and charge +1 at a distorted geometry (the ωB97M-V functional and the def2-TZVPD basis).

```
! wB97M-V def2-TZVPD RIJCOSX def2/J DEFGRID3
* xyz 1 1
C 1.831 -0.108 0.040
C 0.622 0.350 0.025
N -0.406 0.999 -0.067
N -1.572 1.110 0.017
P -2.210 -0.646 0.491
O -2.993 -1.040 -0.628
H 2.715 0.463 -0.231
H 2.014 -1.128 0.353
*
```

Gap between HOMO and LUMO (eV): 8.28
ΔE to the lowest compared entry with this formula, charge and spin (kJ/mol): 119.7
Lowest unoccupied orbital energy (Eh): -0.2607
E (Eh): -603.10004

Entry from OMol25: C4H6CoO7 as an isolated structure at a distorted geometry (the ωB97M-V functional and the def2-TZVPD basis).

```
! wB97M-V def2-TZVPD RIJCOSX def2/J DEFGRID3
* xyz 1 5
O 3.678 0.268 0.237
C 2.668 -0.301 -0.272
O 1.734 0.436 -0.742
O 2.622 -1.599 -0.298
O -0.723 -3.060 0.130
C 0.417 -2.378 0.487
C 1.395 -2.261 -0.688
Co 2.735 1.865 -0.178
H 0.946 -2.882 1.324
H 0.186 -1.351 0.848
H 0.938 -1.716 -1.523
H 1.716 -3.248 -1.041
C -2.386 -2.684 1.225
O -2.111 -2.839 2.429
O -2.779 -1.449 0.794
H -2.247 -0.770 1.257
O -3.249 -3.569 0.632
H -3.082 -4.435 1.019
*
```

Expectation value of S²: 6.014
Gap between HOMO and LUMO (alpha / beta) (eV): 5.42 / 4.43
ΔE to the lowest compared entry with this formula, charge and spin (kJ/mol): 154.1
Lowest unoccupied orbital energy (alpha / beta) (Eh): -0.2407 / -0.2703
E (Eh): -2065.00243